{
  "formula": "C7H11N",
  "method": "wB97M-V/def2-TZVPD",
  "symbols": ["C", "C", "C", "N", "C", "C", "C", "C", "H", "H", "H", "H", "H", "H", "H", "H", "H", "H", "H"],
  "coordinates": [[-0.6892, 0.7712, -1.6921], [1.8349, 0.2036, 1.1314], [-0.0991, 0.8129, -0.2650], [-0.7653, 1.6801, 0.6383], [1.3116, 0.6183, -0.0664], [-1.1180, -0.6603, -1.4946], [-0.3084, -1.8095, 0.7659], [-0.6959, -0.8992, -0.2617], [-1.7695, 1.5568, 0.6220], [-0.4222, 1.6043, 1.5861], [0.0496, 0.9265, -2.4815], [-1.5061, 1.4819, -1.8315], [1.8753, 0.4140, -0.9683], [-1.6773, -1.2947, -2.1716], [0.7437, -1.3053, 1.1934], [2.8971, 0.0207, 1.2048], [1.4105, 0.5339, 2.0710], [-0.0658, -2.8112, 0.4163], [-1.0061, -1.8440, 1.6036]],
  "mulliken_charge": [-1.19, -1.21, 1.24, -0.64, -0.28, -0.34, -0.84, 0.16, 0.27, 0.25, 0.26, 0.33, 0.26, 0.39, 0.14, 0.32, 0.32, 0.33, 0.24],
  "total_energy_ev": -8924.0380,
  "orbital_gap_ev": 9.027,
  "smiles": "C=C[C@@]1(N)CC=C1C",
  "homo_energy_ha": -0.296,
  "relative_energy_kcal_mol": 85.11
}